[1]
Entry from OMol25: a cluster of 4 separate species, H8O4 in total (the ωB97M-V functional and the def2-TZVPD basis).

Element x y z (Å)
H  2.20  1.09  -1.80
O  2.98  1.43  -1.34
H  0.88  -1.12  2.12
H  -3.52  -0.01  -0.19
O  -0.18  0.72  -0.77
O  -2.84  -0.13  0.49
H  2.69  2.27  -0.99
H  0.12  -2.21  1.36
O  1.00  -1.85  1.50
H  0.27  0.13  -0.16
H  -1.12  0.69  -0.53
H  -2.47  -1.00  0.31

Properties
SMILES string   O.O.O.O
Spin multiplicity   1
Highest occupied orbital energy   -11.066 eV
ΔE to the lowest compared entry with this formula, charge and spin   88.04 kJ/mol
Orbital gap   11.200 eV

natural (NBO) population analysis, charges in e, atoms 1 to 8: 0.48, -0.95, 0.47, 0.48, -0.97, -0.94, 0.47, 0.46



[2]
Entry from OMol25: the molecule C3H5FO (the ωB97M-V functional and the def2-TZVPD basis).

Element x y z (Å)
H  -0.49  1.42  0.98
H  1.74  -0.09  0.97
O  1.95  -0.90  -0.93
F  -0.67  -1.21  -1.14
C  1.29  -0.51  0.01
H  -0.51  -1.17  0.88
H  -1.89  0.82  0.00
H  -0.43  1.34  -0.86
C  -0.21  -0.55  0.02
C  -0.77  0.85  0.06

Properties
SMILES string   C[C@@H](F)C=O
Spin multiplicity   1
Highest occupied orbital energy   -10.227 eV
ΔE to the lowest compared entry with this formula, charge and spin   15.25 kJ/mol
Orbital gap   11.003 eV

natural (NBO) population analysis, charges in e, atoms 1 to 8: 0.23, 0.11, -0.48, -0.35, 0.40, 0.18, 0.24, 0.23



[3]
Entry from OMol25: a structure of composition C8H9NO5Tl (the ωB97M-V functional and the def2-TZVPD basis).

Element x y z (Å)
O  -3.14  0.36  0.40
H  -0.89  1.52  -4.81
H  -1.03  1.14  3.97
C  -2.26  0.31  -0.32
C  0.08  2.37  -0.13
O  0.12  3.20  0.65
C  0.03  -0.31  2.83
N  0.19  -1.63  3.11
O  -0.22  -3.07  -0.03
Tl  0.00  0.35  -2.10
C  -0.05  -0.46  -4.84
H  0.74  1.33  3.99
H  -0.03  0.06  4.97
H  0.86  -1.08  -4.88
O  -0.02  0.10  1.65
H  0.97  1.43  -4.80
H  0.29  -2.29  2.35
H  -1.01  -0.99  -4.90
H  0.24  -1.97  4.06
C  0.02  0.89  -4.79
C  -0.15  -2.05  -0.54
O  3.10  0.08  0.44
C  2.23  0.10  -0.29
C  -0.08  0.60  4.02

Properties
Spin multiplicity   1
Charge   +3
Highest occupied orbital energy (alpha / beta)   -23.042 / -21.243 eV
Orbital gap (alpha / beta)   8.070 / 5.887 eV

Löwdin population analysis, charges in e, atoms 1 to 8: 0.16, 0.11, 0.13, -0.03, -0.03, 0.17, -0.36, 0.29



[4]
Entry from OMol25: a structure of composition C25H24AsN8RhS2 (the ωB97M-V functional and the def2-TZVPD basis).

Element x y z (Å)
N  0.26  3.24  -3.34
As  -1.94  -1.54  -1.07
C  0.22  2.08  -2.69
C  -3.37  -1.66  -3.61
H  -4.43  -1.81  -5.46
H  -5.30  2.10  -0.42
N  -0.77  0.13  1.55
C  -3.58  -0.82  -0.36
H  -6.64  0.89  1.26
H  0.28  -0.88  -3.10
C  -3.92  0.48  -0.72
S  -0.63  1.96  -1.24
N  -0.24  0.93  3.57
C  -0.55  -3.44  0.52
H  -2.02  0.36  4.41
H  0.76  3.39  -4.20
S  0.81  -2.33  0.48
C  -2.51  -5.42  0.37
H  -3.24  -6.22  0.26
H  -3.31  1.03  -1.43
H  0.48  -4.79  1.84
C  -2.69  -3.06  -5.44
H  -0.23  4.03  -2.94
H  -2.72  -0.58  2.10
C  -2.68  -4.23  -0.30
H  3.21  0.36  -0.81
C  -2.28  -2.10  -2.88
Rh  0.03  -0.23  -0.40
H  -4.07  -2.51  0.89
C  -4.34  -1.50  0.59
C  3.64  2.00  0.53
C  -5.03  1.09  -0.15
H  -0.89  -4.20  -5.14
C  -5.79  0.41  0.80
H  1.27  1.11  -4.15
C  2.18  2.25  2.26
H  4.54  2.33  0.03
H  -3.56  -4.06  -0.91
C  -0.41  -4.63  1.25
N  3.28  2.64  1.64
C  -1.37  -3.00  -3.43
H  1.88  2.77  3.16
H  -4.08  -0.96  -3.17
N  -1.47  0.38  3.56
C  0.16  0.76  2.34
N  1.78  0.53  0.68
N  0.86  1.03  -3.23
H  -2.86  -3.44  -6.44
C  -1.58  -3.49  -4.71
C  1.43  1.19  1.77
H  -0.52  -3.35  -2.85
C  -5.45  -0.89  1.16
C  -1.72  -3.23  -0.20
C  2.89  0.93  0.05
H  -1.27  -6.52  1.74
C  -3.58  -2.15  -4.89
C  -1.79  -0.10  2.36
H  1.83  -0.59  -2.61
C  -1.39  -5.60  1.17
H  -6.04  -1.42  1.89
N  0.88  -0.22  -2.61

Properties
Spin multiplicity   1
Charge   +2
Highest occupied orbital energy   -13.040 eV
ΔE to the lowest compared entry with this formula, charge and spin   100.53 kJ/mol
Orbital gap   6.444 eV

natural (NBO) population analysis, charges in e, atoms 1 to 8: -0.74, 1.26, 0.32, -0.21, 0.24, 0.24, -0.43, -0.41



[5]
Entry from OMol25: a structure of composition C55H44BiBrClN5OS (the ωB97M-V functional and the def2-TZVPD basis).

Element x y z (Å)
C  -0.51  3.50  -7.29
O  0.02  2.01  1.98
C  -2.89  1.81  0.57
H  -2.41  4.14  1.77
C  -1.45  2.54  -6.94
C  -0.35  2.20  -4.82
C  1.72  -1.39  -2.73
C  4.73  -3.00  -2.09
C  -5.74  4.75  1.83
Bi  0.22  0.20  -0.14
C  -2.67  0.70  1.44
N  0.81  -0.41  -2.33
C  3.38  -3.30  -2.17
H  -6.45  5.51  2.12
C  2.40  2.71  4.73
H  -5.61  1.68  0.39
C  -0.83  -1.98  2.99
H  2.66  1.66  1.52
C  -0.54  -2.99  7.14
H  0.44  3.41  4.04
H  -3.45  3.87  -1.26
H  3.41  3.87  -3.00
H  2.77  3.71  2.85
C  2.34  -2.28  -1.80
H  1.91  -4.82  -2.52
C  5.67  -4.00  -2.30
C  0.56  0.32  -3.48
C  -1.16  -3.57  4.89
H  0.35  2.11  5.26
C  3.08  2.80  3.37
H  -0.10  3.53  0.36
C  0.92  2.51  4.42
H  1.81  5.77  -2.75
C  -2.66  3.16  -1.49
C  1.98  -1.31  -4.08
H  3.12  -1.33  2.31
C  -1.06  -3.90  6.24
H  5.03  -1.99  -1.83
C  -0.30  5.92  -1.01
H  -0.46  -3.25  8.19
H  0.17  6.90  -1.13
C  5.26  -5.29  -2.60
H  -2.04  3.67  -3.51
Br  3.63  1.26  -1.62
H  -0.57  4.00  -8.25
C  0.70  4.82  -1.18
S  0.84  1.30  3.03
C  1.64  -2.98  2.32
C  2.97  -4.60  -2.47
H  2.64  -1.96  -4.63
C  -0.77  -2.31  4.44
H  6.73  -3.77  -2.22
C  -2.25  2.10  -0.59
C  2.53  -3.94  0.73
C  -3.47  4.00  1.62
C  2.60  3.84  -2.28
C  -0.26  -1.40  5.36
C  -6.18  3.57  1.25
C  0.01  -2.69  2.24
H  3.33  -0.86  0.68
C  2.82  -1.63  1.29
H  -0.78  5.87  -0.03
C  1.25  -0.22  -4.56
H  -7.24  3.40  1.10
C  -0.27  1.49  -3.51
H  0.28  -1.02  7.40
H  -4.26  1.08  2.93
C  2.09  -2.35  -0.52
C  -0.14  -1.74  6.70
H  1.27  4.54  -6.68
C  2.42  2.72  -1.48
H  2.56  3.60  5.33
H  3.46  -4.46  0.80
C  0.64  3.66  -0.41
Cl  1.90  -2.68  0.89
H  -1.08  5.82  -1.76
C  0.52  3.80  -6.41
H  -2.25  2.29  -7.63
C  2.60  1.57  2.60
C  -1.95  3.06  -2.62
C  3.91  -5.59  -2.69
C  -1.37  1.90  -5.72
H  2.78  1.85  5.28
C  -1.76  -1.01  2.51
C  -5.27  2.60  0.85
C  -3.90  2.81  1.02
H  6.00  -6.07  -2.75
H  2.13  -3.67  3.01
C  -4.38  4.96  2.02
H  -4.04  5.88  2.48
H  1.40  3.38  -4.50
H  -3.11  -0.98  4.24
H  0.06  -0.43  5.01
C  -3.40  0.51  2.62
H  1.21  0.15  -5.57
H  3.59  -6.60  -2.92
H  -1.55  -4.29  4.18
C  0.60  3.15  -5.18
H  4.17  2.80  3.45
C  1.72  4.89  -2.13
H  -1.39  -4.88  6.58
C  -1.04  1.94  -2.49
C  -2.83  -0.55  3.29
N  0.55  -2.56  0.93
N  -1.20  1.39  -1.21
H  3.12  0.67  2.91
N  -1.69  -0.25  1.32
N  1.47  2.63  -0.58
H  -2.11  1.15  -5.44

Properties
Spin multiplicity   1
Highest occupied orbital energy (alpha / beta)   -5.705 / -5.684 eV
ΔE to the lowest compared entry with this formula, charge and spin   392.61 kJ/mol
Orbital gap (alpha / beta)   4.810 / 5.110 eV

Löwdin population analysis, charges in e, atoms 1 to 8: -0.10, -0.62, -0.11, 0.11, -0.08, -0.22, -0.32, -0.02



[6]
Entry from OMol25: a structure of composition C45H33N10O4RbS2 (the ωB97M-V functional and the def2-TZVPD basis).

Element x y z (Å)
O  -2.35  -0.95  0.55
N  2.06  2.09  0.07
C  -4.60  2.65  1.23
H  -1.96  -1.40  5.13
C  1.95  -3.79  2.73
C  -6.54  -3.68  0.46
C  2.16  0.64  4.67
H  -4.55  -3.02  3.13
H  -0.34  -1.33  6.84
H  4.76  4.53  1.37
N  2.85  -7.63  -6.37
C  3.57  0.27  0.14
N  1.65  -2.51  0.76
C  -5.87  -2.92  -0.49
H  -2.47  2.98  1.45
C  1.77  3.35  0.29
N  1.16  -2.38  -1.87
C  -0.64  1.37  -4.44
C  -3.86  1.84  -1.13
H  -4.46  1.88  1.99
H  2.79  -6.98  -3.09
S  -3.70  1.03  -2.56
H  5.01  -1.30  0.28
H  -0.41  -1.66  -5.52
C  1.72  -2.58  2.08
O  0.57  0.68  2.92
C  2.73  4.28  0.76
H  2.31  -5.52  -1.84
N  -0.76  0.34  -5.27
C  0.32  3.79  0.01
C  -6.07  -3.72  1.77
C  -0.01  -0.43  4.93
C  5.83  0.60  0.91
C  2.98  -7.76  -5.05
C  -1.28  -0.90  4.41
H  1.88  -0.74  7.76
H  2.86  1.20  4.05
H  -6.58  -4.33  2.51
C  0.98  -2.24  -3.18
C  0.37  -0.77  6.23
C  1.62  -3.54  -1.42
C  -4.74  -2.20  -0.14
H  6.38  2.58  1.49
H  1.60  -1.65  2.63
C  2.35  -6.47  -6.79
C  -4.27  -2.23  1.17
C  4.00  3.85  1.02
N  -2.78  -1.38  2.80
H  -4.21  -1.60  -0.86
H  3.38  -8.71  -4.71
C  -3.02  -1.44  1.50
H  6.81  0.18  1.14
C  2.07  -4.83  0.72
H  2.23  -5.77  0.19
C  2.51  0.26  5.95
C  4.33  2.49  0.83
H  2.24  -6.37  -7.87
C  4.81  -0.24  0.42
N  2.15  -4.92  2.04
N  -2.96  2.60  -0.53
C  -3.26  3.21  0.74
H  -1.07  2.31  -4.75
Rb  -0.06  0.15  0.46
C  1.94  -4.60  -2.26
O  -0.05  4.86  0.50
C  1.79  -3.64  0.06
C  5.60  1.93  1.11
C  1.61  -0.44  6.76
H  1.98  -3.86  3.81
H  2.42  5.30  0.90
C  0.01  1.25  -3.21
C  1.99  -5.43  -5.96
H  -6.25  -2.89  -1.51
H  3.49  0.52  6.34
H  0.08  2.08  -2.51
H  -5.27  3.42  1.61
C  3.30  1.64  0.35
H  2.77  -0.36  -0.24
C  1.79  -4.47  -3.64
N  -1.61  -0.83  3.18
O  -0.33  2.99  -0.72
H  -3.30  4.30  0.63
H  -1.97  2.69  -0.82
N  0.53  0.10  -2.82
C  -0.25  -0.81  -4.86
C  1.30  -3.24  -4.09
C  2.14  -5.55  -4.57
H  -7.43  -4.24  0.19
C  -4.94  -3.00  2.12
C  0.41  -0.95  -3.64
S  -5.38  1.87  -0.22
C  2.65  -6.78  -4.14
H  1.59  -4.53  -6.40
H  1.18  -3.05  -5.15
C  0.89  0.33  4.09

Properties
Spin multiplicity   1
Charge   -2
Highest occupied orbital energy   -1.141 eV
ΔE to the lowest compared entry with this formula, charge and spin   72.50 kJ/mol
Orbital gap   3.829 eV

Löwdin population analysis, charges in e, atoms 1 to 8: -0.26, 0.11, -0.42, 0.10, -0.09, -0.13, -0.05, 0.09



What are the E_tot values for these records? In order: -8319.7636 -7956.3508 -24827.0433 -123740.2171 -166458.2150 -92621.5168 eV.